196
Properties=species:S:1:pos:R:3:lowdin_charge:R:1 method="wB97M-V/def2-TZVPD" spin_multiplicity=1 fmax_ev_per_a=2.50 homo_energy_ev=-8.880 lumo_ev=0.2
C 4.36 1.37 -0.84 -0.078
O 3.90 1.67 0.50 -0.223
C 4.11 3.04 0.85 -0.193
C 3.57 3.21 2.22 -0.194
O 4.44 2.52 3.15 -0.198
C 4.24 2.91 4.51 -0.099
H 4.26 0.30 -0.99 0.077
H 5.41 1.66 -1.01 0.093
H 3.75 1.88 -1.58 0.069
H 3.55 3.71 0.17 0.131
H 5.18 3.30 0.82 0.134
H 2.53 2.85 2.27 0.114
H 3.60 4.28 2.50 0.120
H 4.25 4.02 4.57 0.084
H 5.07 2.55 5.13 0.093
H 3.30 2.55 4.94 0.062
C 0.08 8.70 -0.76 -0.161
O 0.24 7.51 -1.43 -0.189
C 0.94 6.56 -0.61 -0.179
C 1.05 5.22 -1.37 -0.172
O 2.04 5.34 -2.46 -0.187
C 1.86 4.20 -3.36 -0.090
H -0.78 9.26 -1.20 0.101
H 1.00 9.32 -0.81 0.093
H -0.16 8.57 0.30 0.079
H 0.43 6.55 0.35 0.101
H 1.95 6.99 -0.46 0.132
H 0.06 5.04 -1.81 0.120
H 1.27 4.42 -0.65 0.096
H 0.82 4.13 -3.73 0.073
H 2.08 3.30 -2.77 0.057
H 2.61 4.32 -4.15 0.091
C 2.79 -4.77 0.07 -0.078
O 2.85 -5.17 -1.28 -0.200
C 3.93 -4.63 -2.02 -0.195
C 3.72 -3.14 -2.27 -0.227
O 2.46 -2.90 -2.79 -0.228
C 2.28 -3.59 -4.05 -0.071
H 2.14 -3.89 0.12 0.071
H 3.77 -4.50 0.50 0.091
H 2.34 -5.58 0.66 0.081
H 3.99 -5.11 -3.00 0.117
H 4.82 -4.87 -1.41 0.132
H 4.51 -2.76 -2.95 0.134
H 3.76 -2.59 -1.31 0.122
H 2.35 -4.66 -4.05 0.084
H 3.00 -3.15 -4.75 0.092
H 1.28 -3.29 -4.37 0.079
C -7.65 4.52 1.60 -0.129
O -6.74 3.49 1.28 -0.196
C -6.08 3.57 -0.02 -0.153
C -4.96 4.62 -0.12 -0.240
O -5.46 5.91 -0.06 -0.179
C -4.42 6.79 -0.42 -0.105
H -8.30 4.18 2.41 0.088
H -8.25 4.76 0.72 0.082
H -7.17 5.46 1.90 0.078
H -6.87 3.76 -0.76 0.129
H -5.64 2.59 -0.19 0.112
H -4.45 4.43 -1.08 0.107
H -4.26 4.44 0.70 0.124
H -4.11 6.64 -1.47 0.091
H -3.55 6.66 0.24 0.087
H -4.84 7.78 -0.25 0.084
C -4.37 -3.56 2.78 -0.089
O -4.33 -4.03 1.44 -0.189
C -3.09 -4.63 1.07 -0.201
C -3.06 -6.13 1.29 -0.202
O -1.74 -6.58 1.03 -0.223
C -1.53 -7.94 1.34 -0.122
H -3.52 -2.93 3.05 0.064
H -4.38 -4.43 3.49 0.095
H -5.33 -3.01 2.86 0.102
H -2.30 -4.23 1.70 0.104
H -2.88 -4.41 0.03 0.112
H -3.78 -6.61 0.61 0.127
H -3.41 -6.43 2.30 0.132
H -2.19 -8.60 0.78 0.086
H -1.72 -8.15 2.41 0.095
H -0.51 -8.18 1.08 0.083
C 1.56 -7.15 6.14 -0.090
O 2.59 -6.72 5.24 -0.188
C 2.39 -7.04 3.90 -0.209
C 1.24 -6.22 3.23 -0.217
O 1.57 -4.86 3.31 -0.190
C 0.48 -4.06 2.94 -0.115
H 2.10 -7.33 7.07 0.094
H 1.04 -8.07 5.80 0.090
H 0.78 -6.37 6.17 0.086
H 2.27 -8.13 3.78 0.123
H 3.30 -6.76 3.36 0.129
H 0.30 -6.37 3.80 0.117
H 1.09 -6.47 2.13 0.116
H 0.19 -4.28 1.89 0.074
H 0.83 -3.01 3.00 0.084
H -0.42 -4.21 3.56 0.096
C 0.29 -1.73 -0.60 -0.087
O 0.87 -0.73 0.22 -0.213
C 1.15 0.44 -0.52 -0.164
C -0.16 1.03 -1.19 -0.174
O -1.22 1.27 -0.24 -0.202
C -0.95 2.46 0.50 -0.097
H 0.91 -1.94 -1.48 0.074
H -0.74 -1.45 -0.86 0.070
H 0.26 -2.63 0.02 0.077
H 1.90 0.21 -1.30 0.099
H 1.56 1.18 0.18 0.113
H -0.57 0.33 -1.92 0.098
H 0.13 1.95 -1.72 0.105
H -1.87 2.81 0.99 0.090
H -0.67 3.27 -0.20 0.072
H -0.11 2.35 1.19 0.071
C 1.72 0.41 3.93 0.022
C 0.20 0.32 3.96 -0.534
O -0.42 0.69 4.94 0.031
N -0.41 -0.26 2.87 0.023
C -1.85 -0.40 2.76 -0.064
H 2.13 0.15 2.95 0.061
H 2.14 -0.27 4.68 0.094
H 2.05 1.43 4.20 0.049
H 0.20 -0.60 2.13 0.089
H -2.13 -1.11 1.97 0.072
H -2.36 0.57 2.60 0.087
H -2.21 -0.71 3.75 0.083
C -3.67 -0.85 -0.85 0.003
C -4.93 -0.75 -1.57 -0.617
O -5.93 -0.33 -1.05 0.060
N -4.89 -1.04 -2.86 0.009
C -6.02 -0.92 -3.78 -0.070
H -3.51 0.07 -0.27 0.087
H -2.81 -0.93 -1.53 0.066
H -3.60 -1.71 -0.18 0.083
H -4.06 -1.55 -3.14 0.131
H -6.63 -1.83 -3.91 0.083
H -5.72 -0.58 -4.78 0.079
H -6.72 -0.16 -3.38 0.091
C 1.68 -0.08 -4.13 0.023
C 0.88 0.82 -5.03 -0.516
O 0.10 1.61 -4.52 0.007
N 1.12 0.83 -6.36 0.022
C 0.53 1.87 -7.19 -0.068
H 0.98 -0.66 -3.55 0.073
H 2.18 0.64 -3.48 0.080
H 2.42 -0.71 -4.61 0.076
H 1.78 0.16 -6.74 0.137
H -0.56 1.91 -7.04 0.087
H 0.72 1.58 -8.23 0.086
H 0.91 2.89 -7.02 0.088
C -0.47 -4.65 -2.24 0.011
C -0.76 -5.42 -3.53 -0.517
O -0.71 -4.90 -4.63 0.025
N -1.13 -6.74 -3.37 0.012
C -1.42 -7.39 -2.09 -0.085
H 0.53 -4.83 -1.84 0.078
H -1.18 -4.89 -1.44 0.060
H -0.53 -3.58 -2.45 0.077
H -1.36 -7.21 -4.23 0.131
H -2.39 -7.03 -1.72 0.081
H -0.73 -7.13 -1.29 0.066
H -1.44 -8.48 -2.26 0.094
C -2.97 2.78 -2.99 -0.001
C -2.79 3.94 -3.86 -0.559
O -3.39 4.97 -3.55 0.009
N -1.90 3.84 -4.85 0.032
C -1.64 4.97 -5.71 -0.068
H -2.62 2.98 -1.98 0.082
H -2.50 1.85 -3.31 0.071
H -4.04 2.56 -2.86 0.095
H -1.31 3.02 -4.85 0.075
H -1.91 4.87 -6.76 0.078
H -0.59 5.30 -5.70 0.082
H -2.23 5.76 -5.30 0.070
C -0.52 3.88 4.10 0.015
C 0.57 4.66 3.40 -0.513
O 0.75 4.66 2.18 0.007
N 1.46 5.30 4.24 0.008
C 1.26 5.47 5.68 -0.081
H -1.12 4.56 4.70 0.088
H -0.07 3.13 4.74 0.068
H -1.11 3.37 3.34 0.078
H 2.11 5.90 3.76 0.126
H 1.12 4.52 6.23 0.088
H 0.36 6.07 5.84 0.082
H 2.14 5.99 6.07 0.087
C 7.04 0.23 1.68 0.003
C 6.26 -1.00 1.86 -0.595
O 6.81 -2.09 2.02 0.033
N 4.94 -0.86 1.92 0.023
C 4.07 -1.94 2.29 -0.068
H 6.53 1.11 2.10 0.077
H 7.18 0.42 0.61 0.086
H 8.01 0.06 2.14 0.090
H 4.59 0.08 1.91 0.095
H 4.47 -2.79 1.71 0.070
H 3.07 -1.74 1.85 0.074
H 4.03 -2.27 3.33 0.094